No. 1
A molecular structure, C21H38NO3P2Tb at a distorted geometry. Source: OMol25; level of theory: wB97M-V/def2-TZVPD.

Each line ends with the Löwdin charge.
Atoms and positions in Å:
C1 0.4663 -2.7550 -3.5109  -0.050
C2 0.4093 -1.6186 -2.6724  -0.383
N1 0.3327 -1.8101 -1.2971  -0.070
C3 0.4786 -3.0539 -0.7830  -0.360
C4 0.6605 -4.1724 -1.5797  -0.077
C5 0.6307 -4.0166 -2.9663  -0.073
C6 0.4878 -0.3140 -3.2213  -0.322
P1 0.6810 1.2359 -2.3772  0.721
Tb1 -0.1530 0.1051 0.0748  1.309
P2 -0.8865 -2.2835 1.6457  0.791
C7 0.4250 -3.2455 0.7232  -0.291
C8 -1.1765 2.1530 1.1258  -0.319
C9 -0.3438 3.2543 1.2019  -0.181
C10 -0.7827 4.4101 1.8975  -0.101
C11 -2.0417 4.4355 2.5092  -0.115
C12 -2.8715 3.3122 2.4165  -0.105
C13 -2.4322 2.1703 1.7046  -0.196
O1 -3.1917 -1.6933 -5.3941  -0.080
O2 -4.1685 2.8076 -2.2442  -0.076
H1 0.4585 -2.5908 -4.5867  0.111
H2 0.7326 -5.1559 -1.1120  0.103
H3 0.7066 -4.8859 -3.6042  0.103
C14 2.3521 1.8103 -2.8973  -0.276
C15 -0.3738 2.4594 -3.2530  -0.271
H4 0.2407 -4.3033 0.9526  0.082
H5 1.4016 -3.0084 1.1815  0.084
H6 -3.4401 -0.7517 -5.3037  0.041
H7 0.3970 -0.2220 -4.3102  0.059
C16 -0.4340 -2.3620 3.4140  -0.248
C17 -2.3455 -3.3829 1.5613  -0.259
H8 0.6430 3.2502 0.7264  0.074
H9 -0.1306 5.2840 1.9552  0.092
H10 -2.3786 5.3232 3.0511  0.095
H11 -3.8569 3.3086 2.8902  0.091
H12 -3.0911 1.3048 1.6331  0.032
H13 -2.0192 -0.3681 0.9717  -0.069
H14 -5.0697 2.5617 -1.9537  0.046
H15 -3.6672 1.9939 -2.0496  0.022
H16 -3.5677 -2.1641 -4.6285  0.037
H17 -2.5540 -0.5993 1.3986  0.064
H18 2.3914 2.0938 -3.9589  0.045
H19 2.5912 2.6765 -2.2688  0.030
H20 3.0778 1.0072 -2.7240  0.039
H21 -0.2658 2.3714 -4.3431  0.047
H22 -1.4260 2.3021 -2.9867  0.017
H23 -0.0904 3.4742 -2.9350  0.048
H24 -2.2739 -4.2747 2.1836  0.047
H25 -3.2129 -2.7998 1.8861  0.036
H26 -2.5014 -3.7181 0.5343  0.050
H27 -0.7153 -3.3211 3.8723  0.046
H28 0.6407 -2.1891 3.5690  0.031
H29 -0.9832 -1.5597 3.9351  0.051
C18 3.6721 1.3215 1.1255  -0.036
C19 2.7029 0.4640 1.9270  -0.716
C20 3.3552 -0.8620 2.2807  -0.041
C21 2.2578 1.2018 3.1784  -0.030
O3 1.5587 0.1930 1.1382  -0.430
H30 4.5728 1.5398 1.7062  0.087
H31 3.2074 2.2688 0.8348  0.080
H32 3.9684 0.8192 0.2003  0.084
H33 4.2447 -0.6822 2.8883  0.088
H34 2.6632 -1.5101 2.8285  0.061
H35 3.6345 -1.4007 1.3700  0.089
H36 1.7510 2.1325 2.9107  0.076
H37 1.5351 0.6034 3.7395  0.082
H38 3.1167 1.4253 3.8177  0.089

Output
<S²>: 12.696
Gap between HOMO and LUMO (spin up / spin down) in eV: 6.3 / 6.4
2S+1: 7

***

No. 2
8 unconnected molecules or ions with the total composition C21H38O18S3 at a distorted geometry. Source: OMol25; level of theory: wB97M-V/def2-TZVPD.

Each line ends with the Löwdin charge.
Atoms and positions in Å:
C1 8.7276 -12.3975 11.0775  -0.215
S1 8.3027 -14.0582 10.3328  0.843
O1 7.0154 -14.6101 10.9655  -0.575
C2 8.0008 -13.7841 8.5577  -0.249
H1 9.7417 -12.0567 10.8690  0.051
H2 8.6499 -12.4971 12.1602  0.025
H3 8.0332 -11.7046 10.6022  0.043
H4 7.5197 -14.6240 8.0566  0.061
H5 9.0265 -13.7175 8.1949  0.040
H6 7.4801 -12.8590 8.3102  0.053
C3 12.2578 -13.9399 14.7874  -0.258
S2 11.3088 -15.4778 14.3773  0.861
O2 11.4591 -16.3530 15.6716  -0.589
C4 9.5516 -14.7894 14.3442  -0.249
H7 12.1318 -13.1308 14.0681  0.040
H8 13.3344 -14.1021 14.8384  0.047
H9 11.8880 -13.6681 15.7761  0.051
H10 9.5788 -13.8470 13.7972  0.018
H11 9.2242 -14.3994 15.3079  0.055
H12 8.7674 -15.4917 14.0612  0.040
C5 2.7074 -13.3501 9.7757  -0.276
S3 2.5412 -14.7874 8.6920  0.851
O3 3.3957 -14.4945 7.4708  -0.594
C6 3.5989 -16.0172 9.6051  -0.231
H13 2.1313 -13.5694 10.6747  0.031
H14 2.3707 -12.4299 9.2982  0.042
H15 3.7598 -13.1228 9.9453  0.054
H16 3.6121 -16.9827 9.0994  0.047
H17 3.4047 -16.0517 10.6771  0.034
H18 4.6584 -15.7645 9.5657  0.035
C7 6.9245 -9.6429 16.7566  -0.124
C8 7.4911 -10.9893 16.4874  -0.217
O4 8.4762 -11.1449 17.3787  0.076
C9 8.7869 -9.8770 17.8849  -0.483
O5 9.7019 -9.7088 18.7367  0.092
O6 7.9644 -8.9937 17.4182  0.114
H19 6.0160 -9.7171 17.3542  0.140
H20 6.6687 -9.1410 15.8234  0.136
H21 7.8358 -10.9716 15.4535  0.127
H22 6.8191 -11.8475 16.4869  0.128
C10 0.4166 -12.4751 14.7572  -0.149
C11 0.6865 -13.6916 15.6562  -0.086
O7 1.1809 -14.6075 14.7158  0.063
C12 1.0162 -14.2425 13.4655  -0.506
O8 1.1507 -14.9241 12.4410  0.102
O9 0.3639 -13.0181 13.4841  0.034
H23 1.1214 -11.6485 14.8469  0.126
H24 -0.5823 -12.0487 14.8492  0.130
H25 -0.2578 -13.9874 16.1132  0.137
H26 1.5700 -13.5492 16.2786  0.122
C13 2.5392 -10.4587 11.5975  -0.169
C14 3.1469 -9.0705 11.4865  -0.110
O10 4.4681 -9.1969 12.0104  0.066
C15 4.6235 -10.4657 12.5225  -0.441
O11 5.5945 -10.8419 13.1589  0.140
O12 3.5887 -11.2553 12.0104  0.034
H27 2.1437 -10.7513 10.6249  0.113
H28 1.6796 -10.5716 12.2582  0.128
H29 2.4809 -8.5517 12.1760  0.124
H30 3.0594 -8.5058 10.5583  0.136
C16 4.9937 -18.0379 18.1601  -0.158
C17 4.4474 -17.5497 16.9126  -0.136
O13 5.5863 -17.0445 16.1956  0.030
C18 6.7297 -17.0924 17.0041  -0.446
O14 7.8333 -16.6304 16.7142  0.134
O15 6.3403 -17.5448 18.2400  0.068
H31 4.9821 -19.1201 18.2899  0.132
H32 4.4434 -17.6809 19.0306  0.135
H33 3.7884 -16.7075 17.1235  0.139
H34 3.9910 -18.4604 16.5249  0.139
C19 6.2202 -14.5061 14.0785  -0.135
C20 5.0267 -14.3865 13.2473  -0.123
O16 4.0071 -13.8580 14.0683  0.074
C21 4.5588 -13.4594 15.2081  -0.576
O17 4.0152 -12.8163 16.0998  0.103
O18 5.8149 -13.8321 15.2335  0.075
H35 7.1096 -14.0146 13.6842  0.102
H36 6.5476 -15.4748 14.4562  0.120
H37 4.6458 -15.3595 12.9369  0.143
H38 5.1999 -13.7455 12.3829  0.112

Output
Energy above the lowest of the compared OMol25 structures with the same formula, charge and spin in kcal/mol: 73.6
Gap between HOMO and LUMO in eV: 8.7

***

No. 3
A molecular structure, C21H39Cl3LuN7O3Si at a distorted geometry. Source: OMol25; level of theory: wB97M-V/def2-TZVPD.

Each line ends with the Löwdin charge.
Atoms and positions in Å:
C1 -2.3446 -2.3621 -4.1886  -0.038
C2 -1.4205 -2.6470 -3.0179  -0.306
H1 -2.8538 -3.2684 -4.5851  0.081
H2 -1.7954 -1.8785 -5.0256  0.086
H3 -3.1616 -1.6854 -3.8775  0.070
C3 -0.6757 -3.7754 -2.9077  -0.172
C4 -0.4591 -4.7438 -3.9926  -0.148
H4 -0.3874 -4.1304 -1.9204  0.076
H5 0.1077 -4.2616 -4.7960  0.066
H6 -1.3991 -5.0869 -4.4380  0.058
H7 0.1024 -5.6096 -3.6255  0.063
Lu1 0.6029 1.8127 1.7055  0.949
Cl1 -1.8750 2.2181 1.9305  -0.136
Cl2 1.5532 3.7412 0.5028  -0.088
H8 1.2788 6.7492 4.6844  0.093
H9 -1.3823 7.1473 3.9031  0.090
C5 1.3140 6.0780 3.8199  -0.034
C6 -1.0476 6.4787 3.1010  -0.028
N1 -0.0198 5.5508 3.5721  -0.175
H10 1.9869 5.2300 3.9985  0.092
C7 -0.2370 4.2318 3.6349  -0.355
O1 0.6406 3.3446 3.4668  -0.250
H11 -1.9080 5.9098 2.7296  0.096
H12 -1.2946 3.9587 3.8352  0.102
H13 1.6545 6.6531 2.9473  0.095
H14 -0.6524 7.1112 2.2940  0.099
H15 2.3259 -0.2850 -2.4246  0.094
H16 2.5792 -3.1006 -1.5256  0.102
C8 3.2429 -0.3506 -1.8091  -0.018
C9 3.2699 -2.6277 -0.7834  -0.045
N2 2.9977 -1.1896 -0.6310  -0.153
H17 3.5371 0.6458 -1.4709  0.091
C10 2.5132 -0.6443 0.4988  -0.321
O2 2.3765 0.5953 0.6497  -0.250
H18 3.1543 -3.1496 0.1927  0.088
H19 2.2170 -1.3742 1.2665  0.123
H20 4.0378 -0.8159 -2.4058  0.095
H21 4.3112 -2.7778 -1.1512  0.098
O3 -0.7834 -1.0129 -2.3819  -0.367
C11 -1.7059 -1.8496 -1.8028  -0.432
C12 -0.0532 -2.8031 -0.1181  -0.093
C13 -1.3615 -2.4495 -0.4582  -0.210
H22 0.7391 -2.5634 -0.8373  0.083
C14 0.1787 -3.5753 1.0281  -0.095
H23 -2.7689 -1.5131 -1.8624  0.135
C15 -2.4190 -2.7949 0.3683  -0.030
H24 1.1675 -4.0287 1.1881  0.093
C16 -0.8753 -3.8459 1.9101  -0.137
C17 -2.1852 -3.4526 1.5789  -0.110
H25 -3.4306 -2.5527 0.0358  0.116
H26 -0.6966 -4.4151 2.8339  0.091
H27 -3.0326 -3.6979 2.2117  0.092
Si1 -0.5005 1.6607 -2.3264  0.511
Cl3 -0.3359 0.5218 -0.2129  0.333
C18 1.1450 2.4137 -2.7646  -0.204
C19 -1.3894 3.2228 -1.6557  -0.229
C20 -1.4500 0.8478 -3.6631  -0.215
H28 2.0262 1.7712 -2.7215  -0.003
H29 1.3376 3.2691 -2.0918  -0.027
H30 1.0640 2.8164 -3.7856  0.048
H31 -0.7664 0.3028 -4.3295  0.052
H32 -1.9387 1.6474 -4.2415  0.040
H33 -2.2258 0.1756 -3.2719  0.031
H34 -1.6654 3.1652 -0.5836  -0.044
H35 -2.2966 3.4281 -2.2538  0.028
H36 -0.6981 4.0817 -1.7849  0.019
N3 -1.1818 -2.1832 4.3089  0.143
N4 -0.1676 -1.2307 4.2654  -0.221
N5 1.0535 -1.5253 4.8103  0.146
C21 1.8056 -0.5749 4.2196  -0.151
N6 1.1102 0.1512 3.2917  -0.104
N7 -0.1573 -0.3332 3.2918  0.074
H37 -2.0388 -1.7836 3.9369  0.115
H38 -1.2340 -2.5836 5.2398  0.114
H39 2.8415 -0.3985 4.4709  0.119

Output
Energy above the lowest of the compared OMol25 structures with the same formula, charge and spin in kcal/mol: 128.2
Gap between HOMO and LUMO in eV: 4.7